# 1
C18H42BF4NO16 | wB97M-V/def2-TZVPD

```
82
Properties=species:S:1:pos:R:3:mulliken_charge:R:1
N 0.362 -0.500 0.219 -0.437
H -0.204 0.132 0.768 0.407
H 1.180 -0.043 -0.157 0.333
H -0.156 -0.920 -0.540 0.383
H 0.562 -1.417 0.594 0.276
C -6.166 -0.126 4.163 -0.663
C -4.966 0.234 3.639 0.545
C -4.214 1.424 4.169 0.230
O -3.011 1.629 3.837 -0.806
C -4.759 2.206 5.125 -0.658
C -6.060 1.980 5.775 0.361
C -6.705 0.633 5.287 0.566
O -7.686 0.283 5.929 -0.712
O -6.645 2.632 6.677 -0.747
O -4.683 -0.403 2.559 -0.822
H -6.781 -0.957 3.849 0.376
H -4.178 3.062 5.434 0.359
B 2.208 -4.675 1.367 0.587
F 2.889 -4.857 0.198 -0.390
F 0.883 -4.427 1.102 -0.383
F 2.240 -5.853 2.069 -0.385
F 2.742 -3.713 2.255 -0.418
C 2.128 5.919 2.404 -0.291
C 2.930 7.057 3.040 -0.361
O 2.097 7.560 4.179 -0.538
O 0.756 6.226 2.356 -0.592
H 2.184 5.039 3.044 0.325
H 2.581 5.771 1.424 0.225
H 2.989 7.807 2.251 0.220
H 3.960 6.826 3.310 0.321
H 1.184 7.399 3.930 0.348
H 0.248 5.426 2.513 0.342
C -4.874 -4.381 -2.504 -0.582
C -6.156 -5.056 -1.917 -0.108
O -6.087 -4.783 -0.495 -0.482
O -5.136 -2.969 -2.458 -0.527
H -4.805 -4.595 -3.571 0.271
H -3.958 -4.534 -1.934 0.334
H -6.070 -6.116 -2.158 0.286
H -7.088 -4.652 -2.313 0.226
H -5.791 -3.873 -0.410 0.263
H -4.862 -2.697 -1.579 0.318
C 1.633 -5.567 -5.901 -0.344
C 0.485 -5.058 -4.966 -0.374
O 0.626 -3.649 -4.839 -0.519
O 1.307 -6.926 -6.078 -0.541
H 2.598 -5.344 -5.445 0.242
H 1.541 -4.989 -6.820 0.311
H 0.431 -5.528 -3.984 0.344
H -0.448 -5.382 -5.427 0.258
H 0.445 -3.155 -5.643 0.298
H 1.682 -7.466 -5.378 0.325
C 5.604 -0.186 -3.514 -0.087
C 5.287 0.648 -2.247 -0.615
O 4.080 1.345 -2.263 -0.489
O 5.620 0.470 -4.708 -0.474
H 5.077 -1.128 -3.663 0.271
H 6.672 -0.370 -3.400 0.229
H 6.115 1.297 -1.962 0.316
H 5.087 -0.024 -1.412 0.306
H 4.168 2.109 -2.838 0.291
H 5.318 1.361 -4.513 0.252
C -4.631 3.934 -2.831 -0.296
C -3.200 3.795 -2.533 -0.459
O -2.576 4.982 -2.944 -0.512
O -4.788 3.845 -4.223 -0.536
H -5.184 4.800 -2.467 0.281
H -5.215 3.100 -2.440 0.326
H -2.820 2.888 -3.004 0.291
H -3.152 3.818 -1.444 0.304
H -2.250 4.801 -3.828 0.302
H -5.717 3.724 -4.431 0.297
C 6.518 -0.446 4.806 -0.480
C 5.885 0.710 4.012 -0.217
O 6.907 1.485 3.406 -0.526
O 6.697 -1.528 3.971 -0.508
H 5.885 -0.650 5.670 0.296
H 7.465 -0.236 5.303 0.282
H 5.377 1.391 4.695 0.272
H 5.112 0.424 3.299 0.248
H 7.428 0.849 2.909 0.303
H 5.851 -1.845 3.647 0.330
```

- LUMO (Ha) = 0.063
- charge = -2


# 2
C18H42BN3O10P3S | wB97M-V/def2-TZVPD

```
78
Properties=species:S:1:pos:R:3:mulliken_charge:R:1
C 0.950 -3.593 4.848 -1.295
C 0.110 -2.856 3.805 0.813
C -1.298 -2.461 4.233 -1.393
N 0.631 -2.617 2.685 -0.613
B -0.201 -2.875 1.410 0.661
C 0.494 -2.168 0.090 -0.701
C 0.139 -0.692 -0.078 -0.957
C 0.743 0.237 0.979 0.319
C 0.070 1.633 1.007 -0.786
C 1.053 2.829 0.920 -0.779
C 0.614 3.983 1.830 -0.580
C 1.218 4.009 3.238 -0.775
S 1.321 2.425 4.132 -0.180
C 2.926 1.875 3.766 0.374
N 3.165 0.676 3.365 0.186
N 4.534 0.576 3.153 -0.595
C 5.005 1.734 3.460 0.004
O 4.083 2.608 3.869 -0.337
P -0.145 -4.799 1.073 0.397
O -0.347 -5.698 2.272 -0.773
H 1.181 -4.586 4.475 0.247
H 1.874 -3.024 4.966 0.273
H 0.423 -3.636 5.804 0.403
H -1.334 -2.459 5.327 0.495
H -2.052 -3.185 3.925 0.214
H -1.563 -1.454 3.919 0.254
H -1.369 -2.487 1.443 -0.242
H 1.578 -2.311 0.053 0.330
H 0.083 -2.687 -0.790 0.082
H -0.937 -0.510 -0.127 0.358
H 0.551 -0.356 -1.044 0.251
H 0.655 -0.185 1.978 -0.219
H 1.814 0.330 0.790 0.262
H -0.456 1.721 1.958 0.267
H -0.667 1.669 0.205 0.482
H 0.964 3.193 -0.106 0.382
H 2.093 2.528 1.049 0.459
H -0.471 3.933 1.911 0.249
H 0.861 4.944 1.374 0.408
H 2.227 4.419 3.209 0.354
H 0.626 4.662 3.876 0.440
H 6.063 1.899 3.360 0.421
H -1.085 -5.041 0.028 -0.085
H 1.135 -5.053 0.507 -0.058
C -3.925 8.244 0.088 -0.687
O -2.763 7.416 -0.091 -0.331
P -2.978 5.878 -0.658 0.949
O -1.678 5.239 -0.421 -0.537
O -3.199 6.381 -2.190 -0.336
C -2.133 7.072 -2.833 -0.615
O -4.026 4.646 -0.901 -0.262
C -5.352 4.725 -0.333 -0.671
H -3.584 9.247 0.330 0.241
H -4.519 8.284 -0.830 0.333
H -4.542 7.872 0.907 0.280
H -1.173 6.860 -2.363 0.273
H -2.319 8.149 -2.815 0.242
H -2.100 6.742 -3.869 0.242
H -5.888 5.596 -0.718 0.309
H -5.301 4.774 0.756 0.316
H -5.888 3.825 -0.618 0.248
C 2.642 -7.385 -5.066 -0.688
O 1.993 -6.847 -3.904 -0.330
P 1.435 -5.287 -3.968 0.758
O 1.133 -4.971 -2.571 -0.346
O 0.130 -5.705 -4.850 -0.312
C -0.802 -6.613 -4.270 -0.657
O 1.499 -3.840 -4.744 -0.257
C 2.514 -3.628 -5.742 -0.686
H 2.812 -8.444 -4.890 0.238
H 2.011 -7.271 -5.953 0.320
H 3.602 -6.894 -5.235 0.281
H -0.728 -6.628 -3.182 0.313
H -0.639 -7.620 -4.662 0.243
H -1.802 -6.287 -4.551 0.243
H 2.419 -4.352 -6.557 0.303
H 3.511 -3.701 -5.300 0.325
H 2.383 -2.628 -6.144 0.242
```

- LUMO (Ha) = 0.042
- charge = -1


# 3
C18H42Br10N2O2PSi | wB97M-V/def2-TZVPD

```
76
Properties=species:S:1:pos:R:3:mulliken_charge:R:1
C 0.993 1.905 -0.451 -1.917
C 1.095 0.633 -0.810 0.060
N 0.039 -0.126 -1.588 0.222
C 0.592 -1.524 -1.753 -0.517
N -0.129 -2.374 -2.661 -0.378
C -1.206 -0.116 -0.707 -0.069
C -2.409 -0.853 -1.320 -0.739
O -3.614 -0.339 -0.807 -0.205
Si -4.335 0.957 -1.603 0.513
C -6.007 1.178 -0.782 -1.002
C -4.638 0.655 -3.430 -1.167
C -3.394 2.579 -1.352 -1.051
P -0.185 0.787 -3.145 0.721
O 0.438 0.112 -4.285 -0.630
H 1.857 2.438 -0.085 0.337
H 0.075 2.478 -0.473 0.473
H 1.993 0.091 -0.565 0.834
H 0.651 -1.955 -0.751 0.449
H 1.614 -1.405 -2.103 0.342
H 0.484 -2.871 -3.284 0.300
H -0.888 -1.948 -3.159 0.218
H -1.511 0.907 -0.507 -0.058
H -0.911 -0.572 0.231 0.647
H -2.357 -1.901 -1.027 0.143
H -2.412 -0.840 -2.414 0.142
H -6.726 0.631 -1.391 0.346
H -6.320 2.219 -0.766 0.376
H -6.024 0.759 0.222 0.064
H -4.496 1.610 -3.942 0.348
H -5.652 0.329 -3.641 0.409
H -3.954 -0.046 -3.912 0.336
H -4.150 3.363 -1.391 0.506
H -2.661 2.801 -2.129 0.270
H -2.956 2.643 -0.356 0.268
H 0.322 2.077 -2.962 0.171
H -1.580 0.885 -3.270 -0.021
Br 3.549 0.462 -2.623 0.074
C 5.257 0.432 -3.573 -0.233
C 5.740 -0.973 -3.801 -0.658
Br 6.452 -1.756 -2.168 -0.144
H 5.954 1.017 -2.981 -0.067
H 5.068 0.934 -4.519 0.398
H 6.564 -0.975 -4.511 0.394
H 4.957 -1.637 -4.152 0.401
Br 8.281 2.067 -2.300 -0.128
C 9.149 1.146 -0.821 -0.467
C 10.632 1.025 -1.039 -0.621
Br 11.050 -0.354 -2.344 -0.116
H 8.659 0.182 -0.724 0.275
H 8.938 1.751 0.058 0.364
H 11.125 0.716 -0.121 0.350
H 11.080 1.946 -1.399 0.373
Br -3.263 -0.500 2.386 -0.142
C -2.089 0.070 3.825 -0.239
C -1.687 1.506 3.644 -0.638
Br -0.371 1.683 2.216 -0.062
H -1.243 -0.610 3.828 -0.043
H -2.656 -0.053 4.746 0.424
H -1.206 1.887 4.543 0.373
H -2.518 2.151 3.378 0.411
Br 2.662 0.200 3.706 -0.122
C 2.474 -0.930 5.280 -0.584
C 2.393 -2.385 4.907 -0.580
Br 0.649 -2.852 4.175 -0.133
H 1.596 -0.581 5.813 0.349
H 3.361 -0.741 5.881 0.361
H 2.512 -3.011 5.788 0.352
H 3.128 -2.666 4.160 0.368
Br -8.198 -0.490 2.353 -0.129
C -7.141 -1.914 3.152 -0.342
C -7.356 -2.011 4.640 -0.570
Br -6.428 -0.587 5.587 -0.150
H -6.106 -1.715 2.896 0.039
H -7.469 -2.828 2.663 0.375
H -6.933 -2.937 5.021 0.350
H -8.400 -1.946 4.923 0.392
```

- LUMO (Ha) = -0.101
- charge = +1